(1)
ORCA calculation (ωB97M-V/def2-TZVPD) on the ion H2N2O4P with charge -1.

Geometry (Å):
1 N -0.239 -0.012 -0.279
2 P 0.914 0.930 -1.081
3 O 0.278 1.763 -2.141
4 O 2.193 1.450 0.197
5 N 1.908 -0.339 -1.794
6 O 1.946 -1.386 -1.190
7 O 2.505 -0.111 -2.802
8 H -0.479 0.467 0.579
9 H 0.145 -0.897 0.031

Summary:
**HOMO**: -4.6 eV
**ΔE to the lowest compared entry with this formula, charge and spin**: 274.7 kJ/mol
**Lowest unoccupied orbital energy**: 4.15 eV
**SMILES**: N[P@@](=O)([O-])[N+](=O)[O-]
**Charge**: -1
**Calculated total energy**: -753.03323 hartree
**Kohn-Sham gap**: 8.78 eV

natural (NBO) charges, unit e, in atom order: atom 1 (N): -1.20, atom 2 (P): 2.15, atom 3 (O): -1.09, atom 4 (O): -1.11, atom 5 (N): 0.27, atom 6 (O): -0.44, atom 7 (O): -0.38, atom 8 (H): 0.39, atom 9 (H): 0.40

***

(2)
ORCA calculation (ωB97M-V/def2-TZVPD) on a structure of composition C48H121CuF12N13O19S4.

Geometry (Å):
1 Cu 19.900 17.773 19.144
2 C 21.470 20.367 23.787
3 F 21.119 21.650 23.820
4 F 22.449 20.063 24.639
5 F 20.391 19.671 24.188
6 S 21.803 19.920 21.991
7 O 20.949 20.836 21.314
8 O 23.216 19.988 21.767
9 N 21.150 18.448 21.839
10 S 22.007 17.128 21.454
11 O 21.089 16.297 20.741
12 O 23.359 17.221 20.992
13 C 22.180 16.340 23.138
14 F 21.007 15.976 23.580
15 F 22.951 15.232 23.125
16 F 22.654 17.331 23.985
17 C 18.489 15.231 16.211
18 F 17.875 14.094 16.378
19 F 19.824 15.245 16.526
20 F 18.227 15.694 14.997
21 S 17.833 16.485 17.441
22 O 18.564 17.763 17.140
23 O 16.406 16.409 17.410
24 N 18.506 16.058 18.832
25 S 17.937 15.050 19.931
26 O 18.005 15.761 21.178
27 O 16.735 14.467 19.548
28 C 19.202 13.672 19.918
29 F 18.745 12.764 19.062
30 F 20.392 14.032 19.406
31 F 19.318 13.092 21.083
32 C 16.172 18.452 21.085
33 C 17.165 19.034 20.120
34 C 17.132 20.479 20.068
35 O 18.060 20.883 19.078
36 C 18.182 22.324 18.964
37 N 18.467 18.530 20.457
38 H 16.353 18.657 22.165
39 H 16.165 17.408 21.006
40 H 15.188 18.862 20.819
41 H 16.936 18.611 19.176
42 H 17.468 20.934 20.995
43 H 16.172 20.844 19.735
44 H 18.986 22.419 18.277
45 H 18.449 22.658 19.995
46 H 17.206 22.810 18.616
47 H 19.072 19.195 20.949
48 H 18.477 17.710 21.092
49 C 18.911 23.089 13.110
50 C 18.032 22.169 12.328
51 C 17.609 22.709 11.041
52 O 16.534 21.924 10.503
53 C 15.837 22.452 9.347
54 N 18.712 20.899 12.235
55 H 19.791 23.204 12.492
56 H 19.282 22.577 14.014
57 H 18.538 24.051 13.293
58 H 17.080 22.146 12.893
59 H 18.534 22.683 10.479
60 H 17.249 23.752 11.145
61 H 15.757 21.572 8.733
62 H 16.453 23.224 8.875
63 H 14.861 22.945 9.627
64 H 19.432 20.967 11.540
65 H 18.097 20.195 11.866
66 C 12.937 10.549 19.517
67 C 13.480 10.276 18.096
68 C 12.421 10.495 16.970
69 O 11.283 9.763 17.258
70 C 10.469 9.638 16.128
71 N 14.578 11.204 17.880
72 H 13.864 10.745 20.196
73 H 12.449 9.724 19.999
74 H 12.388 11.476 19.581
75 H 13.874 9.240 17.986
76 H 12.883 10.257 16.034
77 H 12.206 11.616 16.884
78 H 10.954 9.115 15.319
79 H 10.148 10.633 15.804
80 H 9.669 9.003 16.396
81 H 15.344 10.954 18.472
82 H 14.333 12.185 18.141
83 C 13.286 16.624 18.905
84 C 13.055 15.160 19.131
85 C 11.565 14.884 19.134
86 O 11.107 15.049 17.835
87 C 9.853 14.543 17.697
88 N 13.715 14.366 18.123
89 H 14.336 16.896 18.916
90 H 12.827 17.220 19.710
91 H 12.892 16.888 17.961
92 H 13.602 14.849 20.052
93 H 10.946 15.483 19.813
94 H 11.360 13.868 19.396
95 H 9.463 14.823 16.729
96 H 9.191 14.935 18.495
97 H 9.729 13.449 17.673
98 H 14.722 14.541 18.202
99 H 13.422 14.537 17.188
100 C 19.644 11.082 15.622
101 C 20.379 12.347 15.197
102 C 21.780 12.029 14.815
103 O 22.257 13.207 14.165
104 C 23.676 13.047 13.936
105 N 19.583 12.991 14.218
106 H 19.979 10.565 16.530
107 H 19.870 10.436 14.793
108 H 18.552 11.280 15.659
109 H 20.445 13.065 16.023
110 H 21.705 11.211 14.130
111 H 22.358 11.827 15.785
112 H 23.866 12.220 13.154
113 H 24.197 12.823 14.849
114 H 24.009 14.038 13.596
115 H 19.257 12.360 13.468
116 H 20.034 13.787 13.851
117 C 13.166 17.860 24.220
118 C 13.118 16.793 23.041
119 C 13.877 15.496 23.334
120 O 15.274 15.690 23.304
121 C 16.008 14.645 23.902
122 N 11.755 16.346 22.741
123 H 12.700 18.693 23.679
124 H 14.178 18.052 24.486
125 H 12.539 17.539 25.092
126 H 13.520 17.299 22.121
127 H 13.529 14.728 22.689
128 H 13.559 15.068 24.265
129 H 15.328 13.741 24.116
130 H 16.333 14.913 24.930
131 H 16.816 14.325 23.294
132 H 11.310 15.867 23.504
133 H 11.210 17.173 22.457
134 C 21.621 14.756 8.712
135 C 21.526 15.480 10.061
136 C 20.177 15.209 10.763
137 O 19.070 15.636 10.002
138 C 17.770 15.627 10.603
139 N 22.646 15.142 10.937
140 H 20.742 14.977 8.027
141 H 21.724 13.704 8.892
142 H 22.515 15.128 8.217
143 H 21.445 16.565 9.842
144 H 20.236 15.755 11.697
145 H 20.164 14.074 10.953
146 H 17.707 16.093 11.617
147 H 17.418 14.627 10.659
148 H 17.132 16.250 9.955
149 H 22.738 14.152 11.046
150 H 22.599 15.563 11.872
151 C 14.257 20.807 16.756
152 C 13.539 22.184 16.795
153 C 14.051 23.106 17.945
154 O 13.337 22.706 19.077
155 C 13.595 23.404 20.300
156 N 13.908 22.804 15.474
157 H 13.771 20.198 16.003
158 H 14.238 20.312 17.718
159 H 15.293 20.899 16.400
160 H 12.483 21.993 16.946
161 H 14.088 24.242 17.755
162 H 15.123 22.827 17.914
163 H 14.655 23.454 20.480
164 H 13.067 22.802 21.069
165 H 13.143 24.409 20.229
166 H 13.098 23.372 15.117
167 H 14.029 21.985 14.882
168 C 24.581 19.951 13.626
169 C 24.493 18.560 14.315
170 C 23.457 17.657 13.649
171 O 22.173 18.227 13.795
172 C 21.156 17.335 14.061
173 N 25.756 17.865 14.339
174 H 24.675 19.648 12.602
175 H 25.508 20.563 13.808
176 H 23.666 20.497 13.646
177 H 24.182 18.673 15.373
178 H 23.485 16.631 14.085
179 H 23.735 17.580 12.554
180 H 20.387 17.526 13.305
181 H 20.768 17.543 15.107
182 H 21.385 16.281 14.022
183 H 26.394 18.226 14.998
184 H 26.071 17.644 13.444
185 C 22.424 20.788 17.681
186 C 21.551 19.545 17.645
187 C 22.437 18.301 17.816
188 O 21.614 17.195 18.153
189 C 22.394 15.933 17.944
190 N 20.552 19.583 18.676
191 H 21.891 21.721 17.230
192 H 23.418 20.698 17.146
193 H 22.640 21.033 18.697
194 H 21.102 19.499 16.668
195 H 23.114 18.480 18.643
196 H 22.921 18.075 16.854
197 H 23.387 16.047 18.390
198 H 22.535 15.855 16.883
199 H 21.809 15.060 18.339
200 H 19.732 20.130 18.508
201 H 20.904 20.111 19.455
202 C 14.746 19.191 10.324
203 C 14.264 19.018 11.753
204 C 15.129 18.143 12.606
205 O 16.466 18.664 12.776
206 C 17.018 18.093 13.971
207 N 14.002 20.375 12.533
208 H 14.806 18.224 9.828
209 H 15.801 19.647 10.337
210 H 14.020 19.776 9.687
211 H 13.236 18.527 11.704
212 H 15.237 17.154 12.001
213 H 14.658 18.011 13.606
214 H 17.957 18.596 14.057
215 H 17.226 17.001 13.777
216 H 16.351 18.209 14.857
217 H 13.200 20.887 12.152
218 H 14.790 20.966 12.338

Summary:
**Spin multiplicity**: 2
**HOMO (spin up / spin down)**: -8.3 / -8.3 eV
**Lowest unoccupied orbital energy (spin up / spin down)**: 0.45 / -1.48 eV
**Calculated total energy**: -8474.13638 hartree
**Kohn-Sham gap (spin up / spin down)**: 8.77 / 6.84 eV

Mulliken population analysis, charges in e, atoms 1 to 99: atom 1 (Cu): 0.06, atom 2 (C): 0.57, atom 3 (F): -0.20, atom 4 (F): -0.21, atom 5 (F): -0.22, atom 6 (S): 0.96, atom 7 (O): -0.73, atom 8 (O): -0.63, atom 9 (N): -0.23, atom 10 (S): 1.02, atom 11 (O): -1.06, atom 12 (O): -0.66, atom 13 (C): 0.53, atom 14 (F): -0.17, atom 15 (F): -0.21, atom 16 (F): -0.22, atom 17 (C): -0.47, atom 18 (F): -0.17, atom 19 (F): 0.06, atom 20 (F): -0.17, atom 21 (S): 1.19, atom 22 (O): -0.65, atom 23 (O): -0.02, atom 24 (N): -1.55, atom 25 (S): 0.24, atom 26 (O): -0.56, atom 27 (O): -0.19, atom 28 (C): 0.29, atom 29 (F): -0.25, atom 30 (F): -0.19, atom 31 (F): -0.22, atom 32 (C): -2.03, atom 33 (C): 1.63, atom 34 (C): -1.71, atom 35 (O): -0.28, atom 36 (C): -0.70, atom 37 (N): 1.91, atom 38 (H): 0.17, atom 39 (H): 0.51, atom 40 (H): 0.56, atom 41 (H): -0.57, atom 42 (H): 0.55, atom 43 (H): 0.46, atom 44 (H): 0.24, atom 45 (H): 0.34, atom 46 (H): -0.10, atom 47 (H): 0.02, atom 48 (H): 0.14, atom 49 (C): -1.82, atom 50 (C): 1.02, atom 51 (C): -0.88, atom 52 (O): -0.13, atom 53 (C): -0.88, atom 54 (N): -0.32, atom 55 (H): 0.40, atom 56 (H): 0.24, atom 57 (H): 0.48, atom 58 (H): -0.09, atom 59 (H): 0.30, atom 60 (H): 0.45, atom 61 (H): 0.27, atom 62 (H): 0.44, atom 63 (H): 0.22, atom 64 (H): 0.30, atom 65 (H): 0.09, atom 66 (C): -1.04, atom 67 (C): 0.32, atom 68 (C): -0.49, atom 69 (O): -0.31, atom 70 (C): -0.79, atom 71 (N): -0.53, atom 72 (H): 0.29, atom 73 (H): 0.41, atom 74 (H): 0.03, atom 75 (H): 0.34, atom 76 (H): 0.38, atom 77 (H): 0.06, atom 78 (H): 0.32, atom 79 (H): 0.28, atom 80 (H): 0.30, atom 81 (H): 0.22, atom 82 (H): 0.18, atom 83 (C): -1.24, atom 84 (C): 1.05, atom 85 (C): -1.07, atom 86 (O): -0.30, atom 87 (C): -0.82, atom 88 (N): -0.13, atom 89 (H): -0.15, atom 90 (H): 0.29, atom 91 (H): 0.56, atom 92 (H): -0.10, atom 93 (H): 0.52, atom 94 (H): 0.45, atom 95 (H): 0.29, atom 96 (H): 0.32, atom 97 (H): 0.24, atom 98 (H): -0.18, atom 99 (H): 0.23